Below is a cluster of 10 separate species, C26H50Cl6O18 in total in a non-equilibrium geometry, with properties calculated with ωB97M-V/def2-TZVPD.

CARTESIAN COORDINATES (ANGSTROEM)
C 5.493 29.796 7.886
Cl 6.152 30.817 9.194
Cl 4.793 30.871 6.637
Cl 4.240 28.676 8.507
H 6.278 29.184 7.442
C 8.018 34.274 8.248
Cl 7.715 34.090 10.037
Cl 6.584 34.872 7.292
Cl 8.652 32.765 7.500
H 8.830 34.983 8.084
C 10.405 34.089 15.614
O 9.314 35.008 15.634
C 8.204 34.646 14.999
O 8.076 33.692 14.247
O 7.307 35.634 15.205
C 6.212 35.697 14.340
H 11.030 34.275 14.741
H 10.089 33.052 15.505
H 10.956 34.186 16.550
H 6.565 35.791 13.313
H 5.637 36.592 14.581
H 5.499 34.874 14.285
C 0.533 29.533 8.902
O 1.172 29.297 10.075
C 1.433 28.000 10.499
O 1.054 26.989 9.935
O 2.157 28.020 11.667
C 2.572 29.210 12.353
H -0.217 28.792 8.625
H 1.266 29.411 8.104
H 0.111 30.538 8.918
H 1.811 29.717 12.948
H 2.964 29.877 11.585
H 3.351 29.022 13.092
C 5.480 32.601 17.154
O 4.423 33.580 17.065
C 3.254 33.196 17.443
O 2.976 32.131 18.014
O 2.403 34.209 17.148
C 1.050 34.168 17.595
H 6.368 33.068 17.579
H 5.677 32.061 16.228
H 5.260 31.822 17.884
H 0.402 33.503 17.023
H 0.607 35.155 17.462
H 1.057 33.855 18.639
C 1.144 36.246 13.932
O 2.303 36.867 14.416
C 2.374 37.341 15.721
O 1.374 37.485 16.440
O 3.609 37.733 16.007
C 3.880 38.185 17.292
H 0.649 35.705 14.738
H 1.425 35.485 13.203
H 0.460 36.965 13.482
H 4.189 37.443 18.028
H 3.044 38.741 17.717
H 4.694 38.910 17.308
C 4.937 33.081 11.628
O 3.782 32.454 12.109
C 3.073 33.040 13.129
O 3.328 34.124 13.669
O 1.964 32.238 13.345
C 1.126 32.452 14.436
H 5.751 32.881 12.325
H 4.805 34.162 11.577
H 5.220 32.671 10.658
H 1.168 31.641 15.162
H 0.102 32.434 14.062
H 1.199 33.400 14.969
C -2.757 28.924 11.423
C -1.631 28.913 12.419
O -1.346 27.826 12.936
C -0.867 30.194 12.804
H -2.707 29.764 10.730
H -3.688 29.013 11.982
H -2.746 27.970 10.895
H -1.498 31.067 12.972
H -0.079 30.498 12.115
H -0.255 29.897 13.655
C -1.808 29.151 16.327
C -1.935 30.640 16.570
O -1.737 31.511 15.722
C -2.487 31.017 17.938
H -0.941 28.732 16.836
H -1.768 28.971 15.253
H -2.576 28.524 16.779
H -3.478 30.606 18.131
H -2.365 32.097 18.021
H -1.840 30.656 18.739
C 8.183 31.018 12.287
C 8.911 30.392 13.414
O 10.100 30.060 13.339
C 8.177 30.315 14.731
H 8.107 32.103 12.361
H 7.127 30.751 12.305
H 8.673 30.767 11.345
H 7.576 31.182 15.004
H 8.797 29.912 15.533
H 7.396 29.560 14.651

Cartesian forces (eV/Å) of the 3 atoms listed first:
-0.867 0.077 -0.220
0.035 -0.481 -0.221
0.359 -0.506 0.410

Results
Net charge: +1
Multiplicity: 2
Gap between HOMO and LUMO (alpha / beta) in Eh: 0.2134 / 0.0759
LUMO energy (alpha / beta) in eV: -5.228 / -8.970

Below is a cluster of 2 separate species, C2H4FPS in total in a non-equilibrium geometry, with properties calculated with ωB97M-V/def2-TZVPD.

CARTESIAN COORDINATES (ANGSTROEM)
C 2.345 -0.348 0.393
C -1.375 0.375 -0.514
F 3.495 -0.941 0.202
P -1.112 -1.406 0.111
S 1.955 1.174 0.277
H -0.460 0.839 -0.706
H -2.005 1.126 0.141
H -1.761 0.314 -1.476
H -1.083 -1.132 1.571

Cartesian forces (eV/Å) of the 3 atoms listed first:
0.077 0.237 -0.166
-1.541 0.103 3.012
-0.302 -0.003 0.089

Results
ΔE to the lowest compared entry with this formula, charge and spin in kcal per mole: 73.2
Net charge: 0
Multiplicity: 1
Gap between HOMO and LUMO (alpha / beta) in Eh: 0.3012 / 0.2585
LUMO energy (alpha / beta) in eV: -0.885 / -1.328

Below is a structure of composition C35H41CsN4O3S2Si, with properties calculated with ωB97M-V/def2-TZVPD.

CARTESIAN COORDINATES (ANGSTROEM)
Cs 0.986 0.285 -0.118
C 0.625 2.914 -2.492
O 0.115 2.944 -1.166
C 0.569 4.053 -0.423
C 0.063 3.929 0.999
O 0.694 2.899 1.736
C 1.895 3.297 2.363
C 2.420 2.140 3.187
O 2.921 1.066 2.415
C 4.216 1.304 1.902
H 0.218 3.750 -3.070
H 0.331 1.965 -2.937
H 1.719 2.958 -2.488
H 0.192 4.986 -0.866
H 1.667 4.099 -0.449
H -1.003 3.693 0.979
H 0.181 4.890 1.516
H 1.702 4.149 3.030
H 2.638 3.626 1.625
H 1.602 1.734 3.784
H 3.199 2.505 3.869
H 4.923 1.528 2.710
H 4.233 2.126 1.179
H 4.533 0.397 1.391
C 4.864 1.507 -2.063
C 4.076 0.525 -2.893
C 4.577 0.055 -4.091
C 3.795 -0.878 -4.781
C 2.593 -1.278 -4.268
C 2.105 -0.748 -3.025
N 2.904 0.156 -2.372
N 0.935 -1.079 -2.496
Si -0.247 -2.179 -3.023
C -1.025 -1.708 -4.682
C 0.385 -3.957 -3.137
C -1.636 -2.177 -1.750
H 5.719 1.909 -2.606
H 5.234 1.024 -1.155
H 4.226 2.337 -1.750
H 5.532 0.395 -4.468
H 4.135 -1.289 -5.726
H 1.994 -1.998 -4.810
H -0.290 -1.686 -5.489
H -1.479 -0.716 -4.625
H -1.810 -2.414 -4.968
H 1.199 -4.063 -3.855
H -0.415 -4.638 -3.440
H 0.758 -4.296 -2.168
H -2.122 -1.198 -1.702
H -1.253 -2.402 -0.750
H -2.407 -2.916 -1.982
S 0.039 -4.621 6.102
C 1.595 -5.199 6.499
C 2.544 -4.694 5.664
C 2.001 -3.828 4.682
C 0.643 -3.688 4.787
C -0.255 -2.882 3.954
C 0.274 -1.930 3.052
N -0.447 -1.159 2.278
C -1.791 -1.266 2.334
C -2.427 -2.191 3.178
C -3.857 -2.291 3.195
C -4.611 -1.502 2.405
C -4.001 -0.539 1.535
C -4.770 0.283 0.696
C -4.149 1.186 -0.134
C -2.737 1.245 -0.084
N -1.997 0.492 0.691
C -2.604 -0.406 1.494
C -4.880 2.062 -1.054
C -4.390 2.737 -2.140
C -5.386 3.485 -2.817
C -6.610 3.377 -2.232
S -6.565 2.354 -0.866
C -1.624 -3.002 3.996
H 1.736 -5.877 7.324
H 3.593 -4.935 5.741
H 2.599 -3.347 3.923
H 1.349 -1.796 2.987
H -4.316 -3.019 3.853
H -5.691 -1.580 2.413
H -5.848 0.171 0.707
H -2.200 1.953 -0.707
H -3.361 2.684 -2.465
H -5.199 4.077 -3.701
H -7.530 3.844 -2.540
H -2.111 -3.721 4.644

Cartesian forces (eV/Å) of the 3 atoms listed first:
0.159 0.161 0.914
-0.011 0.023 0.075
-0.063 0.036 -0.006

Results
ΔE to the lowest compared entry with this formula, charge and spin in kcal per mole: 2.0
Net charge: 0
Multiplicity: 1
Gap between HOMO and LUMO in Eh: 0.2095
LUMO energy in eV: -0.454

| no. | calculated total energy (eV) |
| --- | --- |
| 1 | -139750.800 |
| 2 | -24975.788 |
| 3 | -79161.112 |